Entry 1:
{"formula": "C3H7NO2", "method": "the ωB97M-V functional and the def2-TZVPD basis", "species": ["C", "C", "O", "C", "O", "N", "H", "H", "H", "H", "H", "H", "H"], "coordinates": [[-1.422, 0.127, -0.470], [-0.280, -0.096, 0.515], [0.144, -1.452, 0.545], [0.876, 0.783, 0.043], [0.895, 1.980, 0.266], [1.763, 0.122, -0.742], [-1.789, 1.153, -0.392], [-2.254, -0.564, -0.285], [-1.061, -0.025, -1.490], [-0.575, 0.238, 1.515], [-0.630, -2.010, 0.401], [1.754, -0.888, -0.745], [2.529, 0.644, -1.137]], "homo_ev": -9.7776, "homo_lumo_gap_ha": 0.387, "smiles": "C[C@@H](O)C(N)=O", "lumo_energy_ev": 0.752, "max_force_ev_per_a": 0.35, "e_above_lowest_kj_mol": 41.88}

---

Entry 2:
{"formula": "C5H14", "method": "the ωB97M-V functional and the def2-TZVPD basis", "species": ["C", "C", "H", "H", "H", "H", "H", "H", "C", "C", "C", "H", "H", "H", "H", "H", "H", "H", "H"], "coordinates": [[1.999, 0.495, 2.104], [1.725, -0.970, 1.710], [2.761, 0.523, 2.876], [2.379, 0.988, 1.205], [1.105, 1.061, 2.362], [0.852, -1.040, 1.058], [1.464, -1.544, 2.600], [2.553, -1.409, 1.168], [-1.923, 0.309, -1.157], [-1.614, -0.806, -2.159], [-0.678, 1.063, -0.733], [-2.648, 1.010, -1.576], [-2.444, -0.102, -0.289], [-0.682, -1.296, -1.893], [-1.516, -0.415, -3.172], [0.151, 0.382, -0.480], [-0.268, 1.622, -1.572], [-2.406, -1.562, -2.196], [-0.808, 1.693, 0.145]], "homo_ev": -11.3143, "homo_lumo_gap_ha": 0.458, "smiles": "CCC.CC", "lumo_energy_ev": 1.141, "max_force_ev_per_a": 1.30, "e_above_lowest_kj_mol": 15.36}

---

Entry 3:
{"formula": "C34H66Cl16F3N2OS3", "method": "the ωB97M-V functional and the def2-TZVPD basis", "species": ["C", "C", "C", "C", "N", "C", "C", "C", "C", "C", "C", "N", "C", "C", "C", "C", "O", "C", "C", "C", "C", "S", "C", "C", "C", "F", "F", "F", "C", "C", "S", "S", "C", "C", "C", "H", "H", "H", "H", "H", "H", "H", "H", "H", "H", "H", "H", "H", "H", "H", "H", "H", "H", "H", "H", "H", "H", "H", "H", "H", "H", "H", "H", "H", "H", "H", "H", "H", "H", "H", "H", "H", "H", "H", "H", "H", "H", "H", "H", "H", "H", "H", "H", "H", "H", "C", "Cl", "Cl", "H", "H", "C", "Cl", "Cl", "H", "H", "C", "Cl", "Cl", "H", "H", "C", "Cl", "Cl", "H", "H", "C", "Cl", "Cl", "H", "H", "C", "Cl", "Cl", "H", "H", "C", "Cl", "Cl", "H", "H", "C", "Cl", "Cl", "H", "H"], "coordinates": [[6.088, -2.490, 4.461], [6.434, -3.133, 3.104], [6.253, -2.194, 1.888], [5.113, -2.633, 0.963], [4.268, -1.539, 0.407], [3.134, -2.146, -0.294], [2.087, -1.140, -0.754], [0.787, -1.873, -1.089], [-0.328, -0.923, -1.546], [-1.438, -0.685, -0.515], [-2.164, -1.985, -0.217], [-3.422, -1.753, 0.591], [-4.346, -0.793, -0.110], [-5.811, -0.870, 0.378], [-6.106, -1.882, 1.500], [-7.272, -1.467, 2.387], [-8.403, -1.181, 1.584], [-3.680, 0.597, -0.143], [-4.586, 1.582, -0.927], [-5.412, 2.606, -0.141], [-6.403, 3.339, -1.068], [-8.051, 3.581, -0.334], [-3.230, 1.119, 1.239], [-4.194, 0.978, 2.428], [-3.450, 1.165, 3.733], [-2.876, 0.008, 4.128], [-4.257, 1.564, 4.718], [-2.464, 2.067, 3.637], [-2.383, 0.423, -0.977], [5.050, -0.695, -0.438], [5.234, -0.909, -2.043], [5.851, 0.604, 0.454], [5.915, 1.949, -0.769], [7.121, 2.844, -0.499], [7.248, 3.325, 0.956], [5.478, -3.151, 5.076], [6.988, -2.246, 5.025], [5.530, -1.561, 4.325], [5.805, -4.019, 2.977], [7.460, -3.501, 3.130], [7.192, -2.170, 1.334], [6.058, -1.190, 2.260], [5.506, -3.224, 0.125], [4.441, -3.282, 1.527], [2.657, -2.794, 0.450], [3.450, -2.791, -1.122], [1.928, -0.429, 0.065], [2.443, -0.599, -1.631], [1.001, -2.620, -1.859], [0.499, -2.443, -0.198], [-0.767, -1.229, -2.500], [0.129, 0.052, -1.727], [-0.923, -0.376, 0.404], [-1.553, -2.692, 0.344], [-2.499, -2.499, -1.122], [-3.877, -2.660, 0.707], [-3.179, -1.439, 1.532], [-4.328, -1.135, -1.149], [-6.171, 0.111, 0.687], [-6.430, -1.143, -0.475], [-5.257, -2.013, 2.176], [-6.372, -2.842, 1.052], [-6.979, -0.597, 2.988], [-7.462, -2.291, 3.080], [-8.879, -0.435, 1.956], [-3.944, 2.133, -1.620], [-5.274, 1.006, -1.556], [-5.992, 2.132, 0.646], [-4.741, 3.357, 0.278], [-6.072, 4.352, -1.286], [-6.551, 2.784, -1.993], [-8.363, 2.282, -0.247], [-3.002, 2.181, 1.131], [-2.281, 0.660, 1.524], [-4.995, 1.711, 2.412], [-4.605, -0.029, 2.493], [-1.832, 1.367, -0.961], [-2.664, 0.229, -2.019], [5.978, 1.505, -1.758], [4.992, 2.521, -0.664], [7.044, 3.717, -1.154], [8.027, 2.304, -0.786], [7.580, 4.362, 0.999], [6.286, 3.277, 1.472], [7.965, 2.720, 1.512], [1.350, 0.446, -5.035], [1.140, 1.692, -3.790], [2.043, -1.046, -4.401], [0.380, 0.225, -5.465], [2.024, 0.837, -5.788], [10.476, 4.064, -1.257], [10.014, 5.469, -0.288], [11.024, 2.712, -0.260], [9.610, 3.740, -1.822], [11.284, 4.356, -1.917], [-9.085, -5.469, 3.105], [-7.620, -4.968, 2.239], [-9.422, -4.415, 4.479], [-9.919, -5.421, 2.415], [-8.936, -6.478, 3.468], [-1.267, 4.735, 5.463], [-0.145, 5.024, 4.122], [-1.381, 6.124, 6.545], [-2.249, 4.539, 5.049], [-0.908, 3.883, 6.026], [4.128, -2.556, -7.820], [3.323, -0.987, -7.670], [3.440, -3.772, -6.736], [4.014, -2.900, -8.840], [5.174, -2.423, -7.572], [-1.445, 7.845, 2.072], [-2.807, 7.566, 0.972], [0.098, 7.932, 1.218], [-1.607, 8.784, 2.586], [-1.400, 7.018, 2.767], [-3.953, -6.040, 3.499], [-4.078, -4.522, 2.574], [-2.296, -6.617, 3.594], [-4.320, -5.842, 4.498], [-4.560, -6.780, 2.993], [5.588, -0.280, -11.254], [5.325, 0.793, -9.876], [6.341, -1.811, -10.782], [4.628, -0.497, -11.707], [6.246, 0.217, -11.956]], "homo_ev": -9.9240, "charge": 1, "homo_lumo_gap_ha": 0.283, "lumo_energy_ev": -2.223, "max_force_ev_per_a": 0.77}